# 1
C4H8O3 | wB97M-V/def2-TZVPD

Output
orbital gap: 9.330 eV
HOMO level: -8.4652 eV
ΔE to the lowest compared entry with this formula, charge and spin: 321.3 kJ/mol

Geometry as XYZ:
```
15
Properties=species:S:1:pos:R:3:forces:R:3
C -2.651 -0.230 0.006 -0.23 -0.13 -0.04
O -1.538 0.601 0.328 0.13 0.01 -0.01
C -0.338 0.109 -0.018 0.17 -0.12 0.01
O -0.242 -0.971 -0.635 0.02 0.28 0.15
C 0.806 0.853 0.429 -0.11 0.24 -0.23
C 2.017 0.481 -0.343 0.06 0.03 -0.01
O 2.210 -0.925 0.265 -0.13 -0.03 0.05
H -2.538 -1.221 0.453 -0.02 0.13 -0.05
H -3.526 0.275 0.417 0.13 -0.07 -0.07
H -2.750 -0.344 -1.076 0.00 0.02 0.14
H 0.682 1.849 0.837 -0.01 -0.15 -0.06
H 1.571 -0.432 1.062 0.09 -0.26 -0.12
H 1.927 0.301 -1.418 -0.03 0.05 0.15
H 2.922 1.038 -0.104 -0.17 -0.06 -0.02
H 1.447 -1.385 -0.202 0.12 0.06 0.09
```
Positions in Å, forces in eV/Å.

---

# 2
C30H47FFeP2 | wB97M-V/def2-TZVPD

Output
orbital gap (spin up / spin down): 5.114 / 5.749 eV
total charge: +1
⟨S²⟩: 8.78
HOMO level (spin up / spin down): -7.8515 / -9.4507 eV
ΔE to the lowest compared entry with this formula, charge and spin: 0.0 kJ/mol
multiplicity: 6

Geometry as XYZ:
```
81
Properties=species:S:1:pos:R:3:forces:R:3
Fe -0.355 0.049 -4.862 0.48 -0.08 5.95
C -0.675 -2.077 0.318 -0.41 1.71 1.62
C 0.680 -2.200 -0.094 0.01 0.39 0.39
C 0.581 -0.555 1.515 2.88 -1.16 -1.67
C -0.730 -1.075 1.331 -0.86 -2.22 -2.16
C 1.459 -1.258 0.626 -1.52 1.31 1.69
C -1.834 -2.830 -0.195 -0.50 -0.59 0.01
H -1.591 -3.342 -1.134 -0.15 0.03 0.17
H -2.691 -2.164 -0.384 0.05 -0.24 0.09
H -2.167 -3.597 0.521 -0.06 0.12 -0.25
C -1.930 -0.700 2.091 -0.56 0.17 0.38
H -2.840 -0.809 1.488 0.15 -0.01 0.15
H -1.877 0.337 2.447 -0.08 -0.19 0.02
H -2.053 -1.352 2.970 0.01 0.17 -0.10
C 0.970 0.486 2.480 0.15 0.39 0.38
H 1.213 0.035 3.454 -0.07 0.16 -0.09
H 0.158 1.207 2.639 0.18 -0.10 0.08
H 1.862 1.037 2.158 -0.16 -0.15 0.05
C 2.914 -1.067 0.510 0.84 -0.16 0.15
H 3.440 -1.646 1.292 0.02 0.29 -0.29
H 3.208 -0.011 0.621 -0.04 -0.33 0.01
H 3.289 -1.426 -0.460 -0.02 0.15 0.25
C 1.208 -3.177 -1.064 0.16 -0.32 -0.57
H 1.598 -4.062 -0.524 -0.14 0.29 -0.34
H 2.034 -2.758 -1.666 -0.19 -0.18 0.31
H 0.436 -3.510 -1.777 0.26 -0.03 0.33
C -1.755 0.911 -5.755 -1.77 -0.16 -0.46
C -1.882 -0.543 -5.705 -1.53 0.27 -1.30
C -1.045 -1.454 -6.562 -0.51 -0.86 -0.96
C 0.457 -1.059 -6.771 1.08 -1.27 -1.42
C 1.233 -0.374 -5.694 1.89 0.03 0.26
C 1.177 1.042 -5.421 1.44 -0.19 0.31
C 0.494 2.103 -6.203 0.26 0.56 -1.63
C -0.926 1.712 -6.720 -0.18 1.29 -0.68
H -1.474 -1.575 -7.577 0.15 -0.01 0.24
H 0.556 -0.492 -7.702 -0.01 -0.25 0.01
H -1.061 -2.454 -6.101 -0.05 0.34 -0.17
H -0.869 1.226 -7.705 0.01 0.26 0.26
H -2.521 1.491 -5.251 -0.17 -0.18 -0.08
H -2.726 -1.004 -5.191 0.05 0.26 -0.23
H -1.445 2.682 -6.832 0.13 -0.48 -0.48
H 0.462 3.059 -5.621 -0.06 -0.82 -0.36
H 1.954 1.428 -4.770 -0.02 -0.24 0.06
H 1.122 2.299 -7.098 -0.31 0.37 0.21
H 0.996 -2.025 -6.877 -0.46 0.52 -0.51
H 1.906 -1.003 -5.075 -0.14 0.63 -0.69
P -1.846 0.948 -1.856 0.34 0.41 -0.82
P 1.635 1.550 -1.274 -0.64 -1.28 -0.58
C -0.881 2.195 -2.779 0.10 0.43 -0.27
C 0.539 2.636 -2.331 0.52 0.56 -0.13
H -1.542 3.084 -2.782 0.30 -0.26 -0.26
H -0.786 1.814 -3.846 -0.49 0.45 1.10
H 1.131 2.887 -3.234 -0.51 0.10 0.28
H 0.441 3.563 -1.747 0.01 -0.21 -0.26
C 2.604 2.782 -0.353 0.13 0.10 0.01
H 2.712 2.393 0.676 0.19 0.49 -0.45
H 2.044 3.730 -0.357 0.52 -0.16 0.21
H 3.581 2.872 -0.856 -0.32 0.35 0.50
C 2.943 0.917 -2.428 -0.22 0.01 -0.11
H 3.285 1.717 -3.101 0.12 -0.22 0.20
H 2.580 0.075 -3.038 0.04 0.28 0.23
H 3.781 0.542 -1.821 -0.25 0.23 -0.18
C -3.545 0.876 -2.518 0.42 0.28 0.20
H -4.034 0.026 -2.025 -0.02 0.17 -0.21
H -3.527 0.727 -3.604 0.02 -0.04 0.31
H -4.060 1.803 -2.259 -0.08 -0.15 -0.18
C -1.188 -0.634 -2.484 -0.14 -0.36 1.47
H -0.236 -0.894 -2.020 -0.05 0.08 -0.07
H -1.163 -0.822 -3.597 -0.38 0.00 0.63
H -1.933 -1.369 -2.175 0.22 -0.22 0.04
F -3.086 4.652 2.515 0.27 -1.02 -0.79
C -2.747 3.618 1.685 0.13 1.02 0.66
C -1.403 3.478 1.334 -0.41 -1.01 -0.47
C -1.074 2.454 0.437 -0.15 0.28 -0.27
C -2.086 1.674 -0.178 0.40 -0.17 0.46
C -3.389 1.745 0.350 0.33 0.61 -0.36
C -3.740 2.762 1.247 0.36 -0.72 -0.30
H -0.631 4.132 1.714 -0.13 0.02 0.20
H -0.016 2.273 0.195 -0.78 0.18 0.09
H -4.143 1.048 0.007 -0.10 0.23 0.00
H -4.768 2.867 1.560 0.06 0.08 0.20
```
Positions in Å, forces in eV/Å.

---

# 3
C51H72N9O3SSeTi | wB97M-V/def2-TZVPD

Output
orbital gap (spin up / spin down): 6.367 / 7.250 eV
⟨S²⟩: 0.76
HOMO level (spin up / spin down): -6.3948 / -7.2817 eV
ΔE to the lowest compared entry with this formula, charge and spin: 49.0 kJ/mol
multiplicity: 2

Geometry as XYZ:
```
138
Properties=species:S:1:pos:R:3:forces:R:3
Ti 0.982 0.602 -0.611 -0.26 0.23 0.36
C -5.448 4.011 -3.413 0.01 0.02 -0.03
C -5.485 2.896 -2.361 0.04 0.03 -0.02
C -6.129 1.659 -2.986 -0.02 -0.02 -0.03
C -6.363 3.345 -1.185 -0.01 -0.02 0.01
C -4.072 2.606 -1.856 0.00 -0.10 0.02
C -3.434 1.382 -2.039 0.01 0.05 -0.04
C -2.198 1.152 -1.464 -0.05 0.05 -0.07
Se -1.275 -0.519 -1.750 -0.26 0.06 0.26
C -1.623 -1.258 0.005 -0.03 -0.05 -0.03
C -2.875 -1.780 0.274 -0.04 -0.05 0.02
C -3.185 -2.233 1.551 0.02 0.02 -0.04
C -2.203 -2.083 2.522 0.05 0.01 0.02
C -0.937 -1.540 2.301 -0.08 -0.13 0.24
C -0.620 -1.174 0.986 0.42 0.07 -0.32
O 0.611 -0.773 0.621 -0.45 -0.26 0.12
C -0.034 -1.365 3.541 -0.04 0.02 -0.19
C 0.312 -2.740 4.127 0.00 -0.02 0.01
C -0.802 -0.539 4.584 -0.01 0.01 0.03
C 1.284 -0.635 3.278 0.03 0.05 0.03
C -4.536 -2.845 1.917 0.05 0.00 -0.02
C -4.325 -4.282 2.412 -0.01 -0.02 0.00
C -5.196 -2.017 3.028 -0.01 0.02 0.01
C -5.486 -2.882 0.721 -0.04 -0.01 -0.01
C -1.552 2.115 -0.653 0.17 -0.54 0.18
O -0.475 1.745 0.015 -0.11 0.70 0.00
C -2.106 3.406 -0.584 -0.24 0.15 -0.21
C -3.364 3.583 -1.164 0.08 0.08 0.00
C -1.447 4.636 0.065 -0.01 -0.20 0.07
C 0.002 4.422 0.513 0.04 0.04 0.03
C -2.269 5.056 1.290 0.01 0.00 0.06
C -1.438 5.785 -0.954 -0.01 0.04 -0.04
H -6.457 4.258 -3.751 -0.02 -0.01 0.01
H -4.865 3.701 -4.283 0.02 -0.01 0.00
H -4.996 4.919 -3.013 0.01 0.01 0.01
H -7.149 1.894 -3.296 -0.01 0.01 0.00
H -6.177 0.831 -2.277 0.00 0.00 0.01
H -5.587 1.322 -3.871 0.02 0.00 -0.01
H -7.391 3.506 -1.519 -0.02 0.01 -0.01
H -6.005 4.277 -0.746 0.01 0.01 0.00
H -6.371 2.588 -0.399 -0.01 -0.02 0.00
H -3.890 0.597 -2.628 -0.02 -0.03 0.03
H -3.604 -1.812 -0.524 0.01 -0.01 -0.01
H -2.435 -2.402 3.531 -0.03 -0.01 0.00
H -0.575 -3.346 4.317 -0.02 0.01 0.01
H 0.847 -2.618 5.072 0.02 0.00 0.01
H 0.961 -3.291 3.443 0.02 -0.02 -0.04
H -1.723 -1.022 4.909 0.00 -0.01 0.01
H -1.062 0.439 4.176 0.00 0.01 -0.01
H -0.175 -0.387 5.466 0.00 0.01 0.01
H 1.925 -1.196 2.603 0.00 -0.05 -0.03
H 1.797 -0.520 4.240 0.03 0.01 -0.02
H 1.134 0.353 2.843 -0.03 0.01 0.02
H -3.643 -4.317 3.262 0.00 0.01 0.02
H -3.903 -4.905 1.620 0.02 0.00 -0.01
H -5.274 -4.723 2.723 -0.02 0.00 0.00
H -4.578 -1.979 3.925 0.02 -0.01 0.01
H -6.160 -2.452 3.303 -0.02 0.00 0.00
H -5.364 -0.992 2.695 0.00 0.01 -0.01
H -5.087 -3.491 -0.093 0.02 -0.01 0.00
H -5.684 -1.882 0.333 -0.01 0.01 0.01
H -6.439 -3.318 1.026 -0.01 -0.01 0.00
H -3.822 4.561 -1.066 -0.02 -0.01 0.02
H 0.096 3.665 1.286 -0.03 0.00 0.00
H 0.381 5.372 0.901 0.02 -0.01 0.00
H 0.654 4.112 -0.306 -0.02 0.00 -0.03
H -2.262 4.265 2.041 0.00 -0.01 0.01
H -3.308 5.263 1.029 -0.01 0.01 -0.02
H -1.844 5.957 1.739 0.01 0.01 0.01
H -0.940 5.479 -1.877 0.03 0.00 0.00
H -0.895 6.638 -0.544 -0.01 0.03 0.01
H -2.441 6.123 -1.217 -0.01 0.00 0.00
C 3.624 -1.556 -4.731 -0.01 0.01 0.01
N 4.006 -0.908 -3.473 0.02 0.04 -0.03
C 4.717 -1.809 -2.576 -0.11 -0.09 0.05
C 3.013 -0.137 -2.880 -0.25 0.19 0.01
N 2.438 -0.360 -1.768 0.63 -0.29 -0.43
N 2.716 1.002 -3.639 -0.09 -0.12 0.10
C 1.740 1.949 -3.408 0.01 -0.18 0.00
N 1.761 2.976 -4.324 -0.09 -0.01 0.04
N 0.932 1.882 -2.412 0.33 -0.07 -0.21
H 4.524 -1.897 -5.243 0.00 0.01 0.02
H 3.101 -0.859 -5.382 0.00 0.01 -0.01
H 2.965 -2.411 -4.545 0.00 0.00 0.00
H 5.634 -2.129 -3.068 0.00 -0.01 -0.02
H 4.129 -2.700 -2.324 0.00 0.01 0.00
H 4.973 -1.295 -1.651 0.01 0.01 -0.02
H 2.703 -1.256 -1.360 -0.05 0.01 -0.03
H 3.387 1.189 -4.367 0.00 0.08 0.10
H 2.126 2.781 -5.242 -0.01 -0.02 0.01
H 0.943 3.566 -4.333 0.05 0.00 0.03
H 0.261 2.646 -2.384 -0.01 -0.06 0.00
O 0.710 -2.837 -2.357 0.26 0.01 -0.12
C 0.242 -3.713 -1.634 -0.08 0.04 0.07
C -0.748 -4.736 -2.141 -0.04 -0.07 -0.01
C -0.157 -6.160 -2.214 0.03 0.09 -0.01
C 0.836 -6.488 -1.098 -0.08 0.02 0.00
C 0.293 -6.239 0.306 0.04 0.04 0.00
C -0.044 -4.757 0.587 -0.05 0.05 -0.07
N 0.577 -3.823 -0.335 0.06 0.02 0.09
H -1.077 -4.402 -3.123 -0.01 -0.02 0.01
H -1.618 -4.728 -1.480 -0.02 0.01 0.00
H 0.347 -6.281 -3.174 0.00 -0.01 -0.02
H -0.981 -6.877 -2.195 0.00 -0.02 -0.02
H 1.738 -5.888 -1.234 0.03 -0.04 0.00
H 1.140 -7.533 -1.186 -0.01 -0.01 -0.01
H 1.033 -6.588 1.028 0.00 0.01 0.02
H -0.610 -6.835 0.463 0.02 -0.04 0.02
H 0.294 -4.475 1.581 0.01 -0.01 0.06
H -1.126 -4.601 0.578 0.00 0.02 0.04
H 1.193 -3.110 0.036 -0.05 -0.01 0.01
N 8.030 7.586 -0.433 0.03 0.03 -0.01
C 7.247 6.753 -0.323 -0.37 -0.39 0.07
C 6.259 5.698 -0.184 0.44 0.46 -0.08
C 5.309 5.502 -1.181 -0.14 -0.07 -0.07
C 4.377 4.489 -1.054 0.06 0.08 -0.05
C 4.372 3.654 0.069 -0.16 -0.15 0.07
C 5.332 3.869 1.065 0.07 0.08 0.00
C 6.267 4.880 0.941 -0.05 -0.12 0.11
C 3.398 2.611 0.185 0.24 0.09 0.10
C 2.564 1.721 0.259 0.12 0.38 -0.13
H 5.301 6.147 -2.049 0.02 -0.01 0.00
H 3.634 4.335 -1.826 -0.02 0.00 0.00
H 5.332 3.237 1.942 -0.01 -0.01 0.01
H 7.004 5.042 1.716 0.00 0.00 -0.01
C 4.456 -0.008 2.223 -0.04 -0.09 0.09
N 4.676 -1.265 2.924 0.10 0.14 -0.13
C 5.270 -1.400 4.167 -0.10 -0.09 -0.03
C 5.352 -2.718 4.434 0.02 0.06 -0.06
N 4.815 -3.367 3.338 -0.03 -0.14 0.00
C 4.399 -2.481 2.400 -0.23 0.03 -0.32
S 3.677 -2.852 0.911 0.26 -0.10 0.29
H 5.385 0.345 1.775 -0.01 0.00 -0.01
H 4.069 0.732 2.920 -0.01 0.01 -0.02
H 3.721 -0.170 1.441 0.02 0.03 0.03
H 5.555 -0.546 4.752 0.04 0.03 0.01
H 5.747 -3.242 5.283 -0.02 -0.02 0.04
H 4.713 -4.358 3.204 0.01 0.04 0.02
```
Positions in Å, forces in eV/Å.

---

# 4
C4H8N2 | wB97M-V/def2-TZVPD

Output
orbital gap: 7.730 eV
HOMO level: -7.5490 eV
ΔE to the lowest compared entry with this formula, charge and spin: 426.7 kJ/mol

Geometry as XYZ:
```
14
Properties=species:S:1:pos:R:3:forces:R:3
C -0.648 0.627 1.686 -0.56 0.18 -0.10
C -0.883 0.744 0.186 0.08 0.06 0.46
C -1.792 1.663 -0.351 0.19 -0.45 -0.62
C -0.075 -0.017 -0.645 0.00 0.21 -0.70
H -0.730 -0.416 2.028 0.11 0.18 0.01
H -1.435 1.207 2.190 0.34 -0.20 -0.13
H 0.324 1.037 1.988 -0.05 -0.12 0.00
H 1.085 -0.908 0.742 0.12 -0.02 0.12
H -1.776 1.478 -1.463 -0.05 0.24 0.49
H -0.192 0.046 -1.736 -0.05 -0.06 0.44
H 1.188 -2.208 -1.597 0.33 0.24 0.07
H 2.258 -0.920 -1.713 -0.28 -0.36 0.28
N 0.925 -0.794 -0.244 -0.41 0.31 0.42
N 1.752 -1.539 -1.071 0.21 -0.21 -0.75
```
Positions in Å, forces in eV/Å.

---

# 5
C3H11N2O | wB97M-V/def2-TZVPD

Output
orbital gap: 10.952 eV
total charge: +1
HOMO level: -14.6965 eV
ΔE to the lowest compared entry with this formula, charge and spin: 177.7 kJ/mol

Geometry as XYZ:
```
17
Properties=species:S:1:pos:R:3:forces:R:3
C 0.147 -0.391 -2.487 -0.37 2.09 0.31
C 1.336 -0.255 -1.542 -0.68 -1.11 1.86
N 0.294 0.594 1.999 -0.67 -0.54 -0.12
C 0.392 0.306 0.690 0.18 -0.69 -0.02
N 1.205 0.639 -0.303 -0.85 0.38 0.31
H 0.388 0.075 -3.412 -0.23 0.90 -0.70
H -0.216 -1.329 -2.788 0.52 -2.00 0.15
H -0.773 0.005 -2.052 0.16 0.71 -0.07
H 1.321 -1.253 -1.047 1.50 0.54 -0.66
H 2.274 0.154 -1.966 -0.54 -1.11 -0.05
H 1.062 0.786 2.653 -0.25 0.53 -1.05
H -0.602 0.270 2.493 1.31 0.22 -1.20
H -0.296 -0.447 0.306 -0.43 0.09 0.57
H 1.709 1.511 -0.359 0.31 -0.06 0.64
H -2.941 -0.607 2.023 -2.17 -1.66 -3.05
H -2.939 0.281 3.135 0.44 0.03 0.40
O -2.362 -0.335 2.659 1.76 1.68 2.71
```
Positions in Å, forces in eV/Å.